## 1
An isolated molecule of C3H2N2OS. Source: OMol25; level of theory: wB97M-V/def2-TZVPD.

Computed properties:
- HOMO energy: -10.2342 eV
- Orbital gap: 9.71 eV
- 2S+1: 1
- SMILES string: C=NSC(=O)C#N

Structure (XYZ):
```
9
C3H2N2OS | OMol25 | wB97M-V/def2-TZVPD
C -1.558 -0.397 -1.185
C 1.078 0.579 1.403
C 1.699 0.173 0.244
H -1.378 -1.244 -1.936
H -2.734 0.044 -1.047
N -0.504 -0.548 -0.318
N 2.383 -0.286 -0.560
O 1.661 0.986 2.333
S -0.647 0.694 1.065
```

Want to see where the charge sits? The natural (NBO) charges in e are: number 1, C, carries -0.097; number 2, C, carries 0.294; number 3, C, carries 0.153; number 4, H, carries 0.210; number 5, H, carries 0.220; number 6, N, carries -0.486; number 7, N, carries -0.201; number 8, O, carries -0.446; number 9, S, carries 0.353

## 2
An isolated molecule of C3H2N2OS. Source: OMol25; level of theory: wB97M-V/def2-TZVPD.

Computed properties:
- HOMO energy: -9.6124 eV
- Orbital gap: 8.29 eV
- 2S+1: 1

Structure (XYZ):
```
9
C3H2N2OS | OMol25 | wB97M-V/def2-TZVPD
C -0.688 -0.153 -0.842
C -1.036 -0.261 0.503
C 0.452 0.564 -1.236
N 1.328 1.251 -1.619
N 2.141 -0.720 1.226
O -0.404 0.377 1.519
S 1.488 0.530 1.155
H -1.309 -0.772 -1.601
H -1.971 -0.815 0.897
```

Want to see where the charge sits? The natural (NBO) charges in e are: number 1, C, carries -0.515; number 2, C, carries 0.263; number 3, C, carries 0.229; number 4, N, carries -0.317; number 5, N, carries -0.637; number 6, O, carries -0.716; number 7, S, carries 1.213; number 8, H, carries 0.272; number 9, H, carries 0.207

## 3
An isolated molecule of C3H2N2OS. Source: OMol25; level of theory: wB97M-V/def2-TZVPD.

Computed properties:
- HOMO energy: -9.7181 eV
- Orbital gap: 8.12 eV
- 2S+1: 1
- SMILES string: S=Cc1cnno1

Structure (XYZ):
```
9
C3H2N2OS | OMol25 | wB97M-V/def2-TZVPD
C 1.447 -0.730 0.100
C 0.093 -0.052 0.000
C -0.524 1.086 -0.070
H 1.192 -1.800 0.056
H -0.155 2.023 0.025
N -1.900 0.752 0.056
N -2.105 -0.463 -0.047
O -0.842 -1.004 -0.079
S 2.794 0.187 -0.043
```

Want to see where the charge sits? The natural (NBO) charges in e are: number 1, C, carries -0.301; number 2, C, carries 0.197; number 3, C, carries -0.126; number 4, H, carries 0.235; number 5, H, carries 0.229; number 6, N, carries -0.189; number 7, N, carries 0.133; number 8, O, carries -0.310; number 9, S, carries 0.133

## 4
An isolated molecule of C3H2N2OS. Source: OMol25; level of theory: wB97M-V/def2-TZVPD.

Computed properties:
- HOMO energy: -9.9974 eV
- Orbital gap: 8.54 eV
- 2S+1: 1
- SMILES string: N#CC(=O)/C=N\S

Structure (XYZ):
```
9
C3H2N2OS | OMol25 | wB97M-V/def2-TZVPD
C 0.134 -1.340 0.004
C 1.291 -0.389 0.001
C 1.041 1.074 0.000
H -3.110 -0.220 0.012
H 0.487 -2.409 0.006
N -1.122 -1.159 -0.005
N 0.910 2.221 0.000
O 2.430 -0.783 -0.001
S -1.883 0.337 0.000
```

Want to see where the charge sits? The natural (NBO) charges in e are: number 1, C, carries -0.028; number 2, C, carries 0.416; number 3, C, carries 0.154; number 4, H, carries 0.124; number 5, H, carries 0.210; number 6, N, carries -0.486; number 7, N, carries -0.221; number 8, O, carries -0.428; number 9, S, carries 0.259

Least stable structure: 1

## 1
An isolated molecule of C4H7FO. Source: OMol25; level of theory: wB97M-V/def2-TZVPD.

Computed properties:
- HOMO energy: -9.2566 eV
- Orbital gap: 10.25 eV
- 2S+1: 1
- SMILES string: C=C(CF)OC

Structure (XYZ):
```
13
C4H7FO | OMol25 | wB97M-V/def2-TZVPD
C -2.187 -0.447 0.246
C 0.006 0.345 -0.258
C -0.131 1.626 0.094
C 1.396 -0.180 -0.529
H -2.790 0.311 -0.300
H -2.704 -1.400 0.154
H -2.073 -0.185 1.326
H -1.059 2.048 0.467
H 0.724 2.269 0.186
H 2.076 0.638 -0.933
H 1.461 -0.994 -1.182
O -0.910 -0.654 -0.375
F 1.904 -0.613 0.663
```

Want to see where the charge sits? The natural (NBO) charges in e are: number 1, C, carries -0.261; number 2, C, carries 0.287; number 3, C, carries -0.517; number 4, C, carries 0.019; number 5, H, carries 0.181; number 6, H, carries 0.200; number 7, H, carries 0.188; number 8, H, carries 0.204; number 9, H, carries 0.216; number 10, H, carries 0.162; number 11, H, carries 0.176; number 12, O, carries -0.497; number 13, F, carries -0.359

## 2
An isolated molecule of C4H7FO. Source: OMol25; level of theory: wB97M-V/def2-TZVPD.

Computed properties:
- HOMO energy: -9.8631 eV
- Orbital gap: 10.84 eV
- 2S+1: 1
- SMILES string: C=C(F)COC

Structure (XYZ):
```
13
C4H7FO | OMol25 | wB97M-V/def2-TZVPD
C -2.119 1.146 0.713
C -0.213 -0.167 0.571
C 0.949 -0.569 -0.273
C 2.171 -0.626 0.206
H -2.863 0.446 0.265
H -2.522 2.131 0.493
H -2.087 0.962 1.813
H -0.985 -0.977 0.357
H 0.016 -0.168 1.720
H 2.155 -0.455 1.296
H 3.007 -0.648 -0.446
O -0.854 1.024 0.129
F 0.598 -0.909 -1.538
```

Want to see where the charge sits? The natural (NBO) charges in e are: number 1, C, carries -0.251; number 2, C, carries -0.137; number 3, C, carries 0.394; number 4, C, carries -0.484; number 5, H, carries 0.166; number 6, H, carries 0.198; number 7, H, carries 0.166; number 8, H, carries 0.176; number 9, H, carries 0.186; number 10, H, carries 0.219; number 11, H, carries 0.225; number 12, O, carries -0.528; number 13, F, carries -0.329

## 3
An isolated molecule of C4H7FO. Source: OMol25; level of theory: wB97M-V/def2-TZVPD.

Computed properties:
- HOMO energy: -9.3392 eV
- Orbital gap: 10.02 eV
- 2S+1: 1
- SMILES string: C/C=C(\F)CO

Structure (XYZ):
```
13
C4H7FO | OMol25 | wB97M-V/def2-TZVPD
C -0.033 2.198 0.274
C -0.138 0.719 0.351
C 0.053 -0.295 -0.508
C 0.214 -1.529 0.151
H 0.357 2.597 1.306
H -1.209 2.374 0.127
H 0.646 2.486 -0.612
H -0.283 0.190 1.292
H 0.059 -1.707 1.254
H 1.287 -1.866 -0.010
H -0.803 -2.413 -1.450
O -0.583 -2.692 -0.388
F 0.433 -0.060 -1.787
```

Want to see where the charge sits? The natural (NBO) charges in e are: number 1, C, carries -0.672; number 2, C, carries -0.211; number 3, C, carries 0.305; number 4, C, carries -0.154; number 5, H, carries 0.235; number 6, H, carries 0.246; number 7, H, carries 0.238; number 8, H, carries 0.207; number 9, H, carries 0.225; number 10, H, carries 0.182; number 11, H, carries 0.458; number 12, O, carries -0.731; number 13, F, carries -0.329

## 4
A structure of composition C4H7FO. Source: OMol25; level of theory: wB97M-V/def2-TZVPD.

Computed properties:
- HOMO energy: -9.1395 eV
- Orbital gap: 9.95 eV
- 2S+1: 1

Structure (XYZ):
```
13
C4H7FO | OMol25 | wB97M-V/def2-TZVPD
C 0.346 0.873 1.490
C 0.226 1.304 -0.143
C -0.571 -0.826 -0.661
C -0.188 -2.032 -1.202
H 0.003 -0.219 1.742
H -0.046 1.649 2.203
H 1.625 0.820 1.879
H -0.734 1.669 -0.049
H 0.645 2.146 -0.652
H -1.683 -0.623 -0.224
H -0.730 -2.818 -1.080
O 0.325 0.226 -0.990
F 0.782 -2.170 -2.313
```

Want to see where the charge sits? The natural (NBO) charges in e are: number 1, C, carries -0.675; number 2, C, carries -0.060; number 3, C, carries 0.022; number 4, C, carries 0.182; number 5, H, carries 0.237; number 6, H, carries 0.220; number 7, H, carries 0.195; number 8, H, carries 0.149; number 9, H, carries 0.209; number 10, H, carries 0.229; number 11, H, carries 0.150; number 12, O, carries -0.499; number 13, F, carries -0.358

Least stable structure: 4

## 1
An isolated molecule of C6H6N2. Source: OMol25; level of theory: wB97M-V/def2-TZVPD.

Computed properties:
- HOMO energy: -9.8305 eV
- Orbital gap: 8.67 eV
- 2S+1: 1
- SMILES string: C=CC=C1C=NN=C1

Structure (XYZ):
```
14
C6H6N2 | OMol25 | wB97M-V/def2-TZVPD
C -2.848 -0.022 0.026
C -1.598 -0.442 -0.063
C -0.440 0.481 -0.067
C 0.879 0.170 0.013
C 1.594 -1.121 0.023
C 2.033 1.082 0.048
H -3.707 -0.703 0.124
H -2.997 1.041 0.055
H -1.338 -1.482 -0.119
H -0.696 1.527 -0.028
H 1.144 -2.126 0.062
H 1.935 2.148 -0.028
N 2.894 -0.976 -0.010
N 3.146 0.424 -0.036
```

Want to see where the charge sits? The natural (NBO) charges in e are: number 1, C, carries -0.312; number 2, C, carries -0.244; number 3, C, carries -0.054; number 4, C, carries -0.177; number 5, C, carries 0.014; number 6, C, carries 0.022; number 7, H, carries 0.217; number 8, H, carries 0.195; number 9, H, carries 0.210; number 10, H, carries 0.205; number 11, H, carries 0.205; number 12, H, carries 0.203; number 13, N, carries -0.237; number 14, N, carries -0.247

## 2
A structure of composition C6H6N2. Source: OMol25; level of theory: wB97M-V/def2-TZVPD.

Computed properties:
- HOMO energy: -9.9126 eV
- Orbital gap: 9.73 eV
- 2S+1: 1

Structure (XYZ):
```
14
C6H6N2 | OMol25 | wB97M-V/def2-TZVPD
C -2.517 0.181 0.096
C -1.140 0.428 0.108
C -0.457 1.517 -0.025
C 1.022 0.694 -0.241
C 0.943 -0.507 0.898
C -0.176 -0.806 -0.046
H -0.551 2.667 -0.338
H 2.109 1.201 -0.343
H 1.858 -1.355 0.698
H 0.809 -0.173 1.951
H -0.368 -1.879 0.014
H 1.480 -1.178 -1.169
N -3.644 -0.408 -0.266
N 0.632 -0.380 -1.337
```

Want to see where the charge sits? The natural (NBO) charges in e are: number 1, C, carries 0.267; number 2, C, carries -0.196; number 3, C, carries -0.105; number 4, C, carries -0.096; number 5, C, carries -0.412; number 6, C, carries -0.107; number 7, H, carries 0.274; number 8, H, carries 0.221; number 9, H, carries 0.200; number 10, H, carries 0.228; number 11, H, carries 0.229; number 12, H, carries 0.330; number 13, N, carries -0.274; number 14, N, carries -0.559

Least stable structure: 2

## 1
An isolated molecule of C6H6N2. Source: OMol25; level of theory: wB97M-V/def2-TZVPD.

Computed properties:
- HOMO energy: -7.9590 eV
- Orbital gap: 8.12 eV
- 2S+1: 1
- SMILES string: C#C[C@H]1C=CC=NN1

Structure (XYZ):
```
14
C6H6N2 | OMol25 | wB97M-V/def2-TZVPD
C 3.270 -0.304 -0.016
C 2.087 0.186 0.088
C 0.678 0.206 0.300
C -2.110 -0.486 0.316
C -1.760 0.823 -0.015
C -0.446 1.033 -0.360
H 4.225 -0.288 -0.349
H 0.284 0.383 1.435
H 0.703 -1.887 -0.071
H -3.209 -1.028 0.319
H -2.336 1.814 -0.247
H -0.281 2.098 -0.868
N 0.074 -1.058 -0.259
N -1.179 -1.493 -0.273
```

Want to see where the charge sits? The natural (NBO) charges in e are: number 1, C, carries -0.177; number 2, C, carries -0.003; number 3, C, carries -0.217; number 4, C, carries -0.166; number 5, C, carries -0.312; number 6, C, carries -0.186; number 7, H, carries 0.224; number 8, H, carries 0.217; number 9, H, carries 0.406; number 10, H, carries 0.229; number 11, H, carries 0.256; number 12, H, carries 0.219; number 13, N, carries -0.359; number 14, N, carries -0.130

## 2
An isolated molecule of C6H6N2. Source: OMol25; level of theory: wB97M-V/def2-TZVPD.

Computed properties:
- HOMO energy: -7.0682 eV
- Orbital gap: 8.05 eV
- 2S+1: 1
- SMILES string: c1cc2cc[nH]n2c1

Structure (XYZ):
```
14
C6H6N2 | OMol25 | wB97M-V/def2-TZVPD
C 1.881 0.469 -1.000
C 0.843 -0.103 -1.578
C -0.225 -0.348 -0.619
C -1.529 -0.891 -0.434
C -1.855 -0.549 0.846
C 1.458 0.852 0.389
H 2.829 0.771 -1.434
H 0.734 -0.135 -2.791
H -2.131 -1.135 -1.226
H -2.631 -0.647 1.689
H -0.287 -0.141 2.433
H 1.870 1.630 1.083
N -0.738 0.210 1.538
N 0.192 0.229 0.550
```

Want to see where the charge sits? The natural (NBO) charges in e are: number 1, C, carries -0.269; number 2, C, carries -0.301; number 3, C, carries 0.069; number 4, C, carries -0.271; number 5, C, carries -0.056; number 6, C, carries -0.170; number 7, H, carries 0.227; number 8, H, carries 0.224; number 9, H, carries 0.240; number 10, H, carries 0.230; number 11, H, carries 0.397; number 12, H, carries 0.225; number 13, N, carries -0.404; number 14, N, carries -0.140

## 3
An isolated molecule of C6H6N2. Source: OMol25; level of theory: wB97M-V/def2-TZVPD.

Computed properties:
- HOMO energy: -8.8498 eV
- Orbital gap: 8.33 eV
- 2S+1: 1
- SMILES string: [H]/N=c1/cccccn1

Structure (XYZ):
```
14
C6H6N2 | OMol25 | wB97M-V/def2-TZVPD
C -1.506 -0.035 0.004
C -0.739 1.232 -0.018
C 0.575 1.471 -0.025
C 1.660 0.509 0.020
C 1.534 -0.829 0.084
C 0.298 -1.638 -0.034
H -3.212 -0.847 0.100
H -1.406 2.092 -0.087
H 0.902 2.509 -0.072
H 2.680 0.887 0.055
H 2.477 -1.394 0.100
H 0.465 -2.729 -0.147
N -2.786 0.103 0.067
N -0.941 -1.332 -0.047
```

Want to see where the charge sits? The natural (NBO) charges in e are: number 1, C, carries 0.330; number 2, C, carries -0.175; number 3, C, carries -0.228; number 4, C, carries -0.149; number 5, C, carries -0.270; number 6, C, carries 0.132; number 7, H, carries 0.346; number 8, H, carries 0.233; number 9, H, carries 0.218; number 10, H, carries 0.217; number 11, H, carries 0.218; number 12, H, carries 0.185; number 13, N, carries -0.610; number 14, N, carries -0.447

## 4
A structure of composition C6H6N2. Source: OMol25; level of theory: wB97M-V/def2-TZVPD.

Computed properties:
- HOMO energy: -9.2121 eV
- Orbital gap: 9.19 eV
- 2S+1: 1

Structure (XYZ):
```
14
C6H6N2 | OMol25 | wB97M-V/def2-TZVPD
C -2.215 -0.530 -0.452
C -0.780 -0.565 -0.553
C -0.116 0.922 -0.382
C 0.069 -0.742 0.642
C 1.509 -0.699 0.066
C 1.331 0.519 -0.463
H -0.301 -1.097 -1.525
H -0.612 1.792 -0.701
H 0.486 1.129 1.454
H -0.213 -1.479 1.348
H 2.222 -1.347 0.133
H 2.227 1.285 -0.719
N -3.231 0.207 0.175
N -0.375 0.607 0.978
```

Want to see where the charge sits? The natural (NBO) charges in e are: number 1, C, carries 0.256; number 2, C, carries -0.338; number 3, C, carries -0.082; number 4, C, carries -0.102; number 5, C, carries -0.217; number 6, C, carries -0.189; number 7, H, carries 0.244; number 8, H, carries 0.230; number 9, H, carries 0.334; number 10, H, carries 0.216; number 11, H, carries 0.212; number 12, H, carries 0.230; number 13, N, carries -0.249; number 14, N, carries -0.546

Least stable structure: 4

## 1
An isolated molecule of FOPS. Source: OMol25; level of theory: wB97M-V/def2-TZVPD.

Computed properties:
- HOMO energy: -9.8973 eV
- Orbital gap: 7.51 eV
- 2S+1: 1
- SMILES string: O=PSF

Structure (XYZ):
```
4
FOPS | OMol25 | wB97M-V/def2-TZVPD
O -1.845 -0.770 0.097
F 2.597 0.132 0.086
P -1.522 0.696 -0.060
S 0.770 -0.059 -0.124
```

Want to see where the charge sits? The natural (NBO) charges in e are: number 1, O, carries -0.897; number 2, F, carries -0.489; number 3, P, carries 1.279; number 4, S, carries 0.108

## 2
An isolated molecule of FOPS. Source: OMol25; level of theory: wB97M-V/def2-TZVPD.

Computed properties:
- HOMO energy (spin up / spin down): -9.6422 / -9.4341 eV
- Orbital gap (spin up / spin down): 7.83 / 7.61 eV
- 2S+1: 1

Structure (XYZ):
```
4
FOPS | OMol25 | wB97M-V/def2-TZVPD
O 0.964 -1.862 0.016
F -1.061 1.726 -0.137
P 0.002 0.852 0.715
S 0.095 -0.716 -0.594
```

Want to see where the charge sits? The natural (NBO) charges in e are: number 1, O, carries -0.850; number 2, F, carries -0.575; number 3, P, carries 0.796; number 4, S, carries 0.628

Least stable structure: 1